Here is a cluster of 4 separate species, C3H11N2O3 in total in a non-equilibrium geometry from the OMol25 dataset. Energies are from ωB97M-V/def2-TZVPD.

The geometry in XYZ format:
```
19
C3H11N2O3 | the OMol25 dataset | ωB97M-V/def2-TZVPD
C -0.07 -2.00 1.30
C 0.87 -1.01 1.47
N 1.03 -0.33 0.25
C 0.05 -0.81 -0.54
N -0.58 -1.85 0.07
H -0.32 -2.74 2.00
H 1.60 -0.73 2.28
H 1.73 0.40 0.05
H -0.16 -0.43 -1.52
H -1.47 -2.25 -0.36
H -1.66 2.37 1.29
H -1.39 2.11 2.73
O -0.97 2.14 1.89
H 2.37 1.10 -2.07
H 2.28 -0.11 -2.88
O 2.20 0.17 -2.02
H -1.31 1.76 -0.92
H -2.30 1.14 -1.92
O -1.91 1.06 -1.11
```

Results
E, eV: -12391.9326
Multiplicity: 2
Net charge: +2
Molar mass, g mol⁻¹: 123.1
Gap between HOMO and LUMO (alpha / beta), Eh: 0.344 / 0.174
LUMO energy (alpha / beta), hartree: -0.3293 / -0.4977
Maximum force, eV/Å: 5.595